(1)
19
Properties=species:S:1:pos:R:3 method="wB97M-V/def2-TZVPD" orbital_gap_ev=8.45 total_charge=-1 e_tot_ev=-31351.553 lumo_energy_ev=2.93 smiles="N[C@H](CC[P@](=O)([O-])I)C(=O)O" homo_ev=-5.5 de_lowest_ev=0.498
N 0.6081 0.3410 1.4257
C 0.5841 0.6885 0.0737
C 0.0766 -0.3221 -0.8831
C -1.4845 -0.6185 -0.5018
P -2.2322 0.8573 0.2133
O -2.0008 2.2391 -0.4960
O -2.1376 0.8518 1.6946
I -4.6075 0.1917 -0.2614
C 2.0014 1.0037 -0.3440
O 2.3488 0.9937 -1.5367
O 2.8477 1.2230 0.7061
H -0.1317 0.7688 1.9567
H 0.7880 -0.6232 1.5415
H -0.0523 1.7153 -0.0711
H -0.0934 0.1257 -1.9170
H 0.7783 -1.1213 -0.8431
H -1.9085 -1.1054 -1.3219
H -1.5402 -1.2695 0.4246
H 2.1196 0.9397 1.4331

---

(2)
15
Properties=species:S:1:pos:R:3 method="wB97M-V/def2-TZVPD" orbital_gap_ev="8.40 / 6.98" total_charge=+1 e_tot_ev=-58818.973 spin_multiplicity=2 lumo_energy_ev="-3.98 / -5.63" s_squared=0.75 homo_ev="-12.4 / -12.6" de_lowest_ev=0.000
C -0.8378 0.9992 -1.5470
C 0.3631 1.1193 -1.0159
O 1.3797 1.5455 -0.5914
H -0.9743 1.5517 -2.4812
Zn 3.2582 1.1375 -0.3731
O 2.6985 -0.4023 0.8674
C 1.5021 -0.9407 0.9976
C 0.4850 -1.4477 1.4233
C -2.0095 -0.2622 0.2734
C -1.9143 0.1774 -0.9964
H 3.3036 -0.6553 1.5825
H -0.2824 -1.9778 1.9600
H -1.5466 0.2865 1.0980
H -2.7467 -1.0256 0.5255
H -2.6785 -0.1056 -1.7227

---

(3)
8
Properties=species:S:1:pos:R:3 method="wB97M-V/def2-TZVPD" orbital_gap_ev="7.86 / 8.87" e_tot_ev=-14140.755 lumo_energy_ev="-0.38 / 0.08" smiles="C=[PH]=CF" homo_ev="-8.2 / -8.8" de_lowest_ev=3.612
C -1.2049 -0.3946 -0.0251
P -0.2429 1.1743 -0.1312
C 1.2128 0.2304 0.4664
F 2.1624 -0.3908 -0.3040
H -1.2384 -1.2041 -0.6905
H -1.8894 -0.4478 0.7683
H 0.1168 1.2439 -1.5926
H 1.0836 -0.2112 1.5087

---

(4)
56
Properties=species:S:1:pos:R:3 method="wB97M-V/def2-TZVPD" orbital_gap_ev="4.66 / 6.31" total_charge=-2 e_tot_ev=-148212.595 spin_multiplicity=5 lumo_energy_ev="4.29 / 3.82" s_squared=6.08 homo_ev="-0.4 / -2.5" de_lowest_ev=0.000
Ru 0.1138 0.6151 0.4979
Cl -4.2066 1.5717 6.2277
C -2.9777 1.1155 5.0538
C -1.7297 0.7094 5.5050
C -0.7765 0.3554 4.5649
C -1.0304 0.3971 3.1903
O -0.0836 -0.0065 2.3680
C -2.3183 0.8202 2.7355
C -2.7208 0.8701 1.3699
N -1.9061 0.7219 0.3205
C -2.3504 0.7449 -0.9655
C -3.6838 0.7314 -1.3999
C -3.9787 0.7764 -2.7637
C -3.0036 0.8420 -3.7337
C -1.6419 0.8592 -3.3416
C -0.5574 0.9150 -4.2389
C 0.7314 0.9268 -3.7686
C 0.9573 0.8842 -2.3915
N -0.0454 0.8367 -1.5354
C -1.3299 0.8142 -1.9686
C -3.2741 1.1716 3.7138
H -1.5108 0.6789 6.5636
H 0.2125 0.0401 4.8723
H -3.7639 1.1012 1.1811
H -4.4926 0.6489 -0.6882
H -5.0209 0.7495 -3.0643
H -3.2559 0.8672 -4.7867
H -0.7581 0.9390 -5.3044
H 1.5777 0.9571 -4.4414
H 1.9475 0.8837 -1.9539
H -4.2569 1.4955 3.3940
O 2.2743 -1.5898 2.2344
As 3.0561 -0.8001 0.8934
O 4.6237 -0.5270 1.2486
O 2.1634 0.5712 0.4688
C 3.0781 -2.0410 -0.6318
C 4.3810 -2.2827 -1.0815
C 4.6286 -3.0864 -2.1805
C 3.5665 -3.6695 -2.8598
C 2.2744 -3.4412 -2.4255
C 2.0240 -2.6334 -1.3187
S 0.2832 -2.5075 -0.9090
O -0.0945 -3.8412 -0.4994
O -0.3517 -2.0314 -2.1206
O 0.2126 -1.5510 0.2167
H 1.3641 -1.2463 2.3349
H 5.1880 -1.8126 -0.5323
H 5.6482 -3.2564 -2.5068
H 3.7438 -4.2992 -3.7242
H 1.4313 -3.8845 -2.9401
S -0.4592 3.5538 0.0721
C 0.2296 2.5618 1.2028
F 2.3131 3.6316 1.6424
C 1.2059 3.0384 2.1881
F 0.6800 4.0193 2.9984
F 1.6696 2.0917 3.0177

---

(5)
12
Properties=species:S:1:pos:R:3 method="wB97M-V/def2-TZVPD" orbital_gap_ev=10.64 e_tot_ev=-10824.710 lumo_energy_ev=0.60 smiles="O=CCNC(=O)O" homo_ev=-10.0 de_lowest_ev=0.978
O -2.7981 0.5559 -1.2097
C -1.6401 0.8075 -1.0739
C -0.8557 0.5764 0.1964
N 0.5745 0.5457 -0.0285
C 1.3838 -0.4402 0.4388
O 2.4854 -0.7171 0.0297
O 0.8163 -1.1253 1.4651
H -1.0300 1.2814 -1.8753
H -1.1535 1.3724 0.8599
H -1.1954 -0.3070 0.7239
H 0.9735 1.3668 -0.4429
H 1.4725 -1.8106 1.6601

---

(6)
43
Properties=species:S:1:pos:R:3 method="wB97M-V/def2-TZVPD" orbital_gap_ev="3.40 / 3.41" total_charge=+3 e_tot_ev=-62202.034 lumo_energy_ev="-14.41 / -14.41" homo_ev="-17.8 / -17.8"
Ce 0.2607 1.2068 0.9100
P 0.7082 -1.2787 2.3017
C 0.9658 -2.1194 0.7309
C 0.0824 -1.9041 -0.3893
N -0.4698 -0.6488 -0.6039
C -1.2973 -0.4595 -1.6599
C -1.5821 -1.4793 -2.5602
C -0.9764 -2.7242 -2.4072
C -0.1379 -2.9331 -1.3267
C -1.9932 0.8800 -1.8577
P -1.1424 2.3848 -1.2047
H 0.3630 -3.8877 -1.1618
H -2.2612 -1.2717 -3.3825
H -1.1718 -3.5243 -3.1186
H -2.1485 1.0498 -2.9390
H -2.9897 0.8573 -1.3775
H 2.5993 -1.7780 -0.1530
H 1.3683 -3.1362 0.8228
H 2.7812 0.2299 -0.5609
O 3.3383 -1.1213 -0.3982
H 3.8835 -1.5320 -1.0993
H 1.4853 1.6480 2.1684
O 2.3038 1.2004 -0.4747
H 2.9847 1.8528 -0.7159
C -0.0586 2.8623 -2.6063
H -0.6525 3.1465 -3.4855
H 0.5546 3.7200 -2.2886
H 0.6159 2.0342 -2.8639
C -2.4726 3.6215 -1.2328
H -2.0835 4.5530 -0.8046
H -2.8422 3.8125 -2.2456
H -3.2911 3.2709 -0.5946
C -0.3131 -2.3490 3.3542
H 0.2489 -3.2353 3.6841
H -0.6359 -1.7671 4.2324
H -1.2050 -2.6632 2.7941
C 2.3764 -1.3860 3.0799
H 2.3438 -0.8623 4.0472
H 2.6495 -2.4376 3.2402
H 3.1229 -0.8985 2.4355
S -2.1640 1.3645 2.1950
C -1.7223 2.4609 3.3458
N -1.4254 3.2411 4.1705

---

(7)
29
Properties=species:S:1:pos:R:3 method="wB97M-V/def2-TZVPD" orbital_gap_ev=2.75 e_tot_ev=-40237.064 lumo_energy_ev=-5.79 homo_ev=-8.5 de_lowest_ev=3.996
Al -2.1182 -0.3880 -1.7459
S -1.2926 0.5636 -4.6840
O -0.1312 0.8660 -3.8271
O -1.5567 -0.8951 -4.4536
O -2.4417 1.1867 -4.0120
O -1.1135 0.9170 -6.0702
C -0.6332 -0.8437 3.1921
C -0.5171 -1.7229 1.9629
C -0.8981 -3.1716 2.3185
O -1.2752 -1.3002 0.9064
H -0.6064 0.2152 2.9415
H 0.1430 -0.9848 3.9496
H -1.5361 -1.0691 3.7656
H 0.5215 -1.7477 1.5886
H -1.9696 -3.3648 2.2272
H -0.7563 -3.3029 3.3933
H -0.3912 -3.9297 1.7264
C 2.6953 0.6589 -2.0255
O 2.4820 1.4353 -0.8307
C 1.2884 1.4722 -0.2820
O 0.2997 0.9487 -0.7539
O 1.3915 2.0960 0.8762
C 0.2271 2.6422 1.4868
H 3.7229 0.8293 -2.3298
H 2.0001 0.7806 -2.8517
H 2.6297 -0.3467 -1.5994
H 0.4035 3.6812 1.7705
H 0.1046 2.2034 2.4769
H -0.6719 2.5708 0.8832

---

(8)
72
Properties=species:S:1:pos:R:3 method="wB97M-V/def2-TZVPD" orbital_gap_ev=7.93 e_tot_ev=-81948.026 lumo_energy_ev=0.17 homo_ev=-7.8 de_lowest_ev=0.475
Y 0.4573 -0.0798 -0.2515
O 0.0711 2.0593 -0.4075
C -0.6928 3.0796 -0.0919
C -0.3893 3.8865 1.0245
C -1.1824 4.9524 1.3970
C -2.3253 5.2768 0.6742
C -2.6339 4.5144 -0.4356
C -1.8382 3.4385 -0.8348
C -2.2609 2.7177 -2.0482
N -1.7319 2.7728 -3.2548
C -2.5643 2.0382 -4.0721
C -3.6093 1.5463 -3.3577
N -3.4049 1.9947 -2.0764
H 0.4925 3.6459 1.6009
H -0.9072 5.5372 2.2666
H -2.9510 6.1101 0.9626
H -3.5044 4.7611 -1.0340
H -2.3674 1.9078 -5.1243
H -4.4522 0.9378 -3.6317
H -3.9432 1.7740 -1.2557
O 3.1446 -2.4500 -2.0353
P 1.8167 -3.1238 -1.4036
O 1.5609 -4.4422 -1.9909
O 0.7924 -2.0124 -1.4250
O 2.2104 -3.2762 0.1855
P 1.9759 -2.0211 1.1606
O 2.7582 -2.4594 2.4683
O 0.5013 -1.7940 1.3790
O 2.5965 -0.7828 0.5676
H 3.7304 -3.1360 -2.3745
H 2.4814 -3.3179 2.8094
F 3.5692 2.7618 5.9649
C 2.5158 1.9354 6.0315
F 2.9147 0.8272 6.6797
F 1.5880 2.5281 6.8042
C 1.9629 1.6026 4.6715
C 2.5634 2.0693 3.5169
C 1.9993 1.7098 2.3035
N 0.9212 0.9399 2.2031
C 0.3589 0.4855 3.3214
C 0.8383 0.7994 4.5809
H 3.4462 2.6902 3.5519
H 2.4327 2.0512 1.3710
H -0.4945 -0.1673 3.1935
H 0.3469 0.4166 5.4646
N 0.6747 2.0589 -4.3167
C 2.0846 2.3078 -3.9070
C 2.2701 2.0058 -2.4349
N 2.0640 0.5976 -2.0756
H 0.5309 2.3288 -5.2869
H -0.0649 2.5631 -3.7460
H 0.4071 1.0247 -4.2415
H 2.3145 3.3537 -4.1080
H 2.7211 1.6800 -4.5324
H 1.5653 2.6123 -1.8619
H 3.2751 2.3116 -2.1429
H 2.9283 0.0968 -1.8918
H 1.5913 0.0656 -2.8060
C -1.3130 -2.7202 -4.9484
N -1.6707 -1.9681 -3.7512
C -2.6299 -2.4265 -2.8965
C -2.8599 -1.8466 -1.7076
C -1.9755 -0.7772 -1.3262
O -1.8921 -0.3486 -0.1408
N -1.1055 -0.2692 -2.2276
C -0.9046 -0.8751 -3.4067
O -0.0347 -0.4969 -4.2274
H -2.1181 -3.4156 -5.1731
H -0.3891 -3.2724 -4.7787
H -1.1746 -2.0386 -5.7825
H -3.1714 -3.2978 -3.2383
H -3.5829 -2.2359 -1.0092

---

(9)
38
Properties=species:S:1:pos:R:3 method="wB97M-V/def2-TZVPD" orbital_gap_ev=6.21 total_charge=+2 e_tot_ev=-32905.863 lumo_energy_ev=-8.55 homo_ev=-14.8 de_lowest_ev=2.240
O 0.8471 2.4530 2.7951
C -0.0639 3.0210 2.3970
La -0.0740 -0.2976 -1.4039
O 0.8991 -1.0957 1.9972
C 0.6988 -0.7012 0.9299
C -1.6113 -1.7539 0.1003
O -2.1851 -2.2148 0.9937
C -2.9801 1.6250 0.5626
O -3.2916 2.2093 -0.4153
C -1.6704 0.7840 0.8276
O -1.3555 0.7209 1.9996
H 0.3743 0.2599 -2.9322
C 6.1062 -3.2603 -2.6285
N 5.0343 -2.2824 -2.7631
N 3.8805 -2.3411 -2.0479
C 3.0873 -1.2928 -2.3885
O 1.9594 -1.0760 -1.7848
C 3.7679 -0.6076 -3.4194
C 4.9804 -1.2366 -3.6038
C 6.0954 -0.8989 -4.5152
C 3.6865 -3.2195 -0.9313
C 4.6292 -3.2192 0.0949
C 4.3694 -3.9679 1.2448
C 3.1696 -4.6837 1.3537
C 2.2226 -4.6520 0.3230
C 2.4896 -3.9352 -0.8364
H 5.7204 -4.2699 -2.4254
H 6.8082 -2.9735 -1.8289
H 6.6552 -3.2770 -3.5796
H 3.3999 0.2567 -3.9383
H 7.0414 -0.7386 -3.9795
H 6.2622 -1.6803 -5.2689
H 5.8369 0.0312 -5.0361
H 5.5458 -2.6294 -0.0110
H 5.1052 -3.9719 2.0519
H 2.9648 -5.2440 2.2666
H 1.2739 -5.1792 0.4267
H 1.7932 -3.9139 -1.6791

---

(10)
56
Properties=species:S:1:pos:R:3 method="wB97M-V/def2-TZVPD" orbital_gap_ev=8.37 total_charge=+1 e_tot_ev=-46178.458 lumo_energy_ev=-2.40 homo_ev=-10.8 de_lowest_ev=0.019
Y -0.6495 0.4197 -0.2172
C -2.5909 -4.5808 -1.1968
N -2.2633 -3.6011 -0.1642
C -3.0949 -3.6156 1.0359
C -1.3543 -2.6587 -0.3366
O -1.0641 -1.8085 0.5347
C -0.6476 -2.6091 -1.6897
O 0.3727 -1.6187 -1.6996
C 1.6596 -2.0789 -1.3136
C 2.1267 -1.3595 -0.0541
O 1.5277 -0.3395 0.3176
N 3.1839 -1.8422 0.5835
C 3.6540 -1.1954 1.8081
C 3.9278 -3.0044 0.1100
H -3.2596 -5.3200 -0.7666
H -3.0966 -4.1088 -2.0384
H -1.7004 -5.0997 -1.5510
H -4.1357 -3.4491 0.7566
H -3.0080 -4.5842 1.5274
H -2.7719 -2.8356 1.7153
H -0.2391 -3.5825 -1.9642
H -1.3800 -2.3188 -2.4457
H 1.6590 -3.1584 -1.1575
H 2.3517 -1.8498 -2.1281
H 2.9069 -0.4890 2.1539
H 3.8189 -1.9504 2.5753
H 4.5892 -0.6655 1.6229
H 3.3910 -3.9348 0.3068
H 4.1403 -2.9336 -0.9565
H 4.8751 -3.0449 0.6383
N 0.9337 2.0928 -1.2905
C 0.1101 3.2850 -1.2966
C -0.1845 3.8894 -2.5122
C -0.9674 5.0291 -2.5614
C -1.4390 5.5805 -1.3807
C -1.1370 4.9836 -0.1686
C -0.3688 3.8218 -0.0939
C -0.1141 3.2007 1.2402
C 0.3742 4.0035 2.2714
C 0.5458 3.4879 3.5458
C 0.2036 2.1700 3.8056
C -0.2908 1.3758 2.7791
C -0.4528 1.8508 1.4693
H 1.3529 1.9719 -2.2034
H 1.6845 2.1927 -0.6135
H 0.2161 3.4638 -3.4265
H -1.1962 5.4885 -3.5132
H -2.0488 6.4738 -1.4082
H -1.5204 5.4163 0.7465
H 0.6293 5.0383 2.0698
H 0.9392 4.1164 4.3344
H 0.3139 1.7675 4.8053
H -0.5639 0.3467 3.0092
S -4.3276 -1.5139 -2.3874
C -3.2349 -0.5221 -1.8112
N -2.3854 0.2070 -1.4161

---

(11)
61
Properties=species:S:1:pos:R:3 method="wB97M-V/def2-TZVPD" orbital_gap_ev="6.31 / 7.16" total_charge=+1 e_tot_ev=-194594.071 spin_multiplicity=3 lumo_energy_ev="-4.49 / -4.00" s_squared=2.02 homo_ev="-10.8 / -11.2" de_lowest_ev=1.294
W -0.6223 0.0283 0.3843
O -1.4145 0.0095 2.5035
C -2.4940 0.8840 2.8324
C -3.2985 1.0925 1.5841
C -4.5668 1.6405 1.6592
C -5.3397 1.7278 0.5208
C -4.8339 1.2105 -0.6644
C -3.5643 0.6911 -0.6704
N -2.7755 0.6696 0.4223
H -0.6606 0.1190 3.1034
H -2.1307 1.8378 3.2041
H -3.1218 0.4059 3.5856
H -4.9388 1.9773 2.6178
H -6.3311 2.1585 0.5591
H -5.4185 1.2023 -1.5732
H -3.1520 0.2575 -1.5666
O 5.0136 1.8465 2.0522
C 5.2971 1.3957 0.8379
O 6.3554 1.5955 0.3068
C 4.2381 0.6212 0.1202
C 4.4391 0.1328 -1.1496
N 3.3042 -0.4883 -1.5098
N 2.3654 -0.4550 -0.5689
C 2.9182 0.2149 0.4325
C 2.1017 0.4462 1.6372
O 2.4780 1.1055 2.5806
O 0.9201 -0.1528 1.6216
H 4.1120 1.5912 2.3434
H 5.3084 0.1927 -1.7828
H 3.1253 -0.9990 -2.3602
Br 0.4293 -2.4368 -2.2062
C -0.1492 -0.7501 -2.7659
C -0.0768 -0.4743 -4.1214
C -0.5016 0.7498 -4.5868
C -0.9903 1.6657 -3.6694
C -1.0222 1.3261 -2.3428
N -0.6194 0.1242 -1.8608
H 0.3077 -1.2297 -4.7903
H -0.4514 0.9810 -5.6425
H -1.3341 2.6459 -3.9677
H -1.3767 2.0434 -1.6188
Se -1.7245 -2.1546 0.4975
C -0.4566 -3.6020 0.6078
C -0.9270 -4.8663 0.2696
C -0.0801 -5.9605 0.3555
C 1.2332 -5.7941 0.7778
C 1.6937 -4.5302 1.1181
C 0.8513 -3.4301 1.0359
H -1.9499 -4.9974 -0.0615
H -0.4490 -6.9434 0.0934
H 1.8945 -6.6478 0.8452
H 2.7138 -4.3945 1.4539
H 1.2163 -2.4481 1.2984
C 1.2437 4.1025 0.9886
S -0.1038 3.0408 0.5907
O -1.0842 3.7561 -0.1795
O -0.5897 2.4293 1.8210
O 0.5007 1.8909 -0.1987
H 0.8273 4.9817 1.4768
H 1.7395 4.3884 0.0632
H 1.9216 3.5749 1.6556